Entry 1:
DFT (the ωB97M-V functional and the def2-TZVPD basis) results for a molecular structure, C21H33Cl2N4O3Tm in a non-equilibrium geometry.

## Properties
E_LUMO (alpha / beta)   0.3 / 0.3 eV
Multiplicity   3
ΔE to the lowest compared entry with this formula, charge and spin   42.7 kcal per mole
Max |F|   0.064 Eh/bohr
Charge   0

XYZ file:
```
64
Properties=species:S:1:pos:R:3:lowdin_spin:R:1
O 1.096 1.390 -1.685 0.000
C 1.626 1.701 -0.561 0.000
C 3.110 1.393 -0.594 0.000
C 3.533 0.092 -0.845 0.000
H 2.809 -0.717 -0.748 0.000
C 4.856 -0.168 -1.209 0.000
H 5.165 -1.194 -1.436 0.000
C 5.772 0.887 -1.291 0.000
H 6.814 0.685 -1.567 0.000
C 5.353 2.195 -1.008 0.000
H 6.070 3.023 -1.059 0.000
C 4.009 2.444 -0.683 0.000
H 3.655 3.466 -0.496 0.000
H 1.488 2.792 -0.346 0.000
C 0.194 2.525 1.759 0.001
C 0.962 1.294 1.313 0.001
H 0.912 3.175 2.300 0.000
H -0.641 2.313 2.464 0.000
H -0.224 3.131 0.945 0.000
C 1.937 0.725 2.063 -0.004
C 2.130 1.018 3.511 -0.001
H 2.830 0.275 1.642 0.000
H 3.077 1.550 3.631 0.000
H 2.219 0.155 4.165 0.000
H 1.368 1.640 3.978 0.000
Tm -0.538 -0.487 1.201 2.013
Cl 1.119 -2.294 0.584 -0.003
Cl -0.916 -0.481 3.622 -0.002
H 1.529 -1.159 -4.838 0.000
H 0.510 -3.353 -3.865 0.000
C 1.657 -0.902 -3.780 0.000
C 0.497 -2.907 -2.861 0.000
N 0.582 -1.453 -2.965 0.000
H 1.646 0.183 -3.653 0.000
C -0.318 -0.655 -2.392 0.000
O -0.934 -0.894 -1.327 -0.001
H -0.434 -3.169 -2.346 0.000
H -0.524 0.275 -2.963 0.000
H 2.627 -1.293 -3.456 0.000
H 1.345 -3.306 -2.289 0.000
H -5.322 2.276 0.366 0.000
H -4.697 3.093 -2.179 0.000
C -4.322 2.681 0.582 0.000
C -3.713 3.317 -1.749 0.000
N -3.444 2.495 -0.571 0.000
H -3.872 2.137 1.422 0.000
C -2.415 1.661 -0.483 0.000
O -2.067 1.108 0.607 -0.002
H -2.944 3.130 -2.501 0.000
H -1.870 1.458 -1.410 0.000
H -4.419 3.752 0.808 0.000
H -3.709 4.382 -1.483 0.000
C -2.817 -5.308 2.690 0.000
N -2.828 -4.005 2.075 0.000
C -3.954 -3.200 1.838 0.000
C -3.517 -2.054 1.241 0.000
N -2.138 -2.125 1.177 -0.002
C -1.758 -3.329 1.613 0.000
H -3.199 -5.266 3.712 0.000
H -3.432 -6.013 2.128 0.000
H -1.796 -5.687 2.719 0.000
H -4.948 -3.510 2.072 0.000
H -4.040 -1.199 0.823 0.000
H -0.743 -3.693 1.590 0.000
```

Entry 2:
DFT (the ωB97M-V functional and the def2-TZVPD basis) results for 9 unconnected molecules or ions with the total composition C64H141F2N8O7S2 in a non-equilibrium geometry.

## Properties
E_LUMO   -8.6 eV
Multiplicity   1
ΔE to the lowest compared entry with this formula, charge and spin   9.7 kcal per mole
Max |F|   0.181 Eh/bohr
Charge   +5

XYZ file:
```
224
Properties=species:S:1:pos:R:3:mulliken_charge:R:1
N 7.963 13.964 -18.780 0.482
S 7.564 15.216 -19.440 0.335
O 6.248 15.716 -19.033 -0.734
O 8.193 15.527 -20.709 0.164
F 8.459 16.211 -18.497 -0.296
S 7.350 12.900 -19.974 0.731
O 8.231 12.533 -21.061 -0.429
O 5.919 12.980 -20.168 -0.666
F 7.389 11.516 -19.169 -0.252
C 7.580 22.063 -25.380 -1.331
C 7.804 20.697 -24.701 -0.186
C 9.229 20.624 -23.980 -0.837
N 9.302 19.528 -22.901 0.666
C 8.563 19.982 -21.643 -1.352
C 8.832 19.099 -20.436 0.735
C 10.322 18.745 -20.118 -0.772
C 11.033 18.484 -21.409 0.386
C 10.780 19.424 -22.570 -1.113
C 8.811 18.150 -23.336 -0.975
H 8.177 22.170 -26.285 0.337
H 7.843 22.781 -24.605 0.349
H 6.556 22.198 -25.723 0.400
H 7.562 19.824 -25.308 0.292
H 7.133 20.545 -23.850 0.279
H 9.590 21.563 -23.565 0.478
H 9.968 20.350 -24.735 0.481
H 8.804 21.016 -21.390 0.445
H 7.481 20.034 -21.790 0.430
H 8.379 19.457 -19.514 0.589
H 8.363 18.126 -20.596 -0.610
H 10.818 19.505 -19.501 0.414
H 10.464 17.970 -19.359 -0.091
H 12.122 18.528 -21.278 0.673
H 10.988 17.400 -21.557 -0.567
H 11.158 20.428 -22.390 0.449
H 11.304 18.958 -23.405 0.490
H 7.738 18.360 -23.386 0.269
H 8.948 17.357 -22.607 -0.092
H 9.089 17.949 -24.369 0.486
C 0.413 11.312 -12.942 -1.396
C 1.490 12.359 -13.247 -0.090
C 2.090 12.018 -14.625 -1.063
N 3.213 12.914 -15.122 0.488
C 3.547 12.553 -16.543 -1.517
C 4.839 13.203 -17.047 1.472
C 6.021 12.841 -16.195 0.999
C 5.687 13.306 -14.748 -0.188
C 4.379 12.712 -14.140 -1.262
C 2.741 14.362 -14.913 -0.711
H -0.377 11.439 -13.682 0.366
H -0.082 11.498 -11.988 0.405
H 0.820 10.308 -12.833 0.345
H 2.349 12.347 -12.574 0.323
H 1.069 13.362 -13.213 0.324
H 1.331 11.982 -15.411 0.589
H 2.412 10.975 -14.671 0.492
H 3.697 11.478 -16.430 0.365
H 2.758 12.821 -17.242 0.449
H 4.991 12.862 -18.071 0.009
H 4.844 14.295 -17.090 -0.750
H 6.189 11.758 -16.215 -0.633
H 6.987 13.246 -16.497 -0.174
H 6.559 13.245 -14.096 0.669
H 5.451 14.375 -14.770 -0.123
H 4.459 11.630 -14.031 0.357
H 4.253 13.163 -13.161 0.563
H 2.907 14.562 -13.859 0.467
H 1.762 14.681 -15.267 0.421
H 3.345 15.090 -15.459 -0.050
C 7.743 4.005 -14.160 -1.457
C 7.468 5.484 -14.382 -0.162
C 8.654 6.191 -15.021 -0.753
N 8.391 7.684 -15.310 0.312
C 8.472 8.462 -13.965 -1.099
C 8.351 9.947 -14.237 -0.164
C 9.255 10.598 -15.320 -0.001
C 9.604 9.602 -16.496 0.172
C 9.579 8.123 -16.153 -1.302
C 7.074 7.989 -15.981 -1.016
H 7.030 3.596 -13.443 0.393
H 8.794 3.866 -13.908 0.378
H 7.500 3.324 -14.979 0.362
H 7.355 5.895 -13.373 0.310
H 6.470 5.592 -14.806 0.309
H 8.812 5.672 -15.973 0.385
H 9.637 6.071 -14.568 0.508
H 9.369 8.286 -13.370 0.367
H 7.669 8.028 -13.370 0.535
H 8.756 10.376 -13.317 0.542
H 7.306 10.250 -14.313 -0.224
H 10.214 10.594 -14.792 0.305
H 9.036 11.625 -15.603 0.014
H 10.583 9.899 -16.870 0.128
H 8.969 9.807 -17.362 0.026
H 10.448 7.768 -15.598 0.449
H 9.647 7.566 -17.088 0.590
H 6.910 8.989 -16.375 0.323
H 6.334 7.809 -15.204 0.438
H 7.083 7.266 -16.796 0.329
C 13.536 16.801 -13.281 -1.392
C 12.899 16.508 -14.670 -0.623
C 12.714 15.029 -14.881 -0.758
N 12.095 14.653 -16.261 0.437
C 12.824 15.355 -17.380 -1.036
C 12.247 14.772 -18.681 0.265
C 12.312 13.255 -18.854 -0.978
C 11.628 12.607 -17.645 0.521
C 12.192 13.085 -16.275 -0.903
C 10.614 15.011 -16.267 -1.192
H 13.815 17.850 -13.257 0.397
H 14.284 16.044 -13.049 0.350
H 12.779 16.605 -12.519 0.340
H 13.598 17.003 -15.352 0.377
H 12.058 17.142 -14.969 0.448
H 12.263 14.408 -14.110 0.445
H 13.760 14.727 -14.983 0.646
H 13.882 15.125 -17.249 0.344
H 12.679 16.419 -17.211 0.542
H 12.769 15.255 -19.512 0.557
H 11.241 15.157 -18.864 -0.251
H 13.337 12.923 -19.027 0.381
H 11.737 12.879 -19.702 0.310
H 11.583 11.520 -17.730 0.311
H 10.553 12.805 -17.647 -0.255
H 13.231 12.768 -16.186 0.451
H 11.660 12.720 -15.399 0.496
H 10.261 14.669 -15.296 0.377
H 10.049 14.815 -17.171 0.234
H 10.644 16.094 -16.134 0.244
C 5.424 17.337 -29.181 -1.421
C 5.011 16.174 -28.248 -0.298
C 5.909 16.229 -26.980 -1.192
N 5.952 14.938 -26.128 0.622
C 4.510 14.552 -25.860 -0.577
C 4.369 13.579 -24.692 -1.411
C 5.246 13.868 -23.484 -0.166
C 6.621 14.312 -23.809 0.773
C 6.665 15.365 -24.841 -1.498
C 6.730 13.878 -26.869 -0.861
H 4.803 17.427 -30.071 0.396
H 6.485 17.393 -29.423 0.359
H 5.219 18.284 -28.674 0.355
H 5.006 15.172 -28.680 0.450
H 3.975 16.310 -27.938 0.349
H 5.511 16.980 -26.299 0.613
H 6.934 16.520 -27.213 0.451
H 3.988 15.501 -25.746 0.419
H 4.063 14.046 -26.715 0.394
H 3.331 13.531 -24.352 0.473
H 4.410 12.541 -25.037 0.461
H 4.704 14.605 -22.887 0.190
H 5.192 13.003 -22.821 0.364
H 7.251 14.722 -23.016 -0.900
H 7.201 13.471 -24.208 0.616
H 6.103 16.269 -24.595 0.517
H 7.662 15.669 -25.165 0.407
H 6.917 14.205 -27.891 0.457
H 6.141 12.967 -26.806 0.333
H 7.751 13.705 -26.529 0.253
C 2.297 17.917 -17.766 -1.657
C 3.764 17.821 -17.399 1.084
C 4.240 18.751 -16.278 -0.641
N 5.783 18.708 -16.101 0.063
C 6.246 17.264 -15.947 0.203
C 7.715 17.113 -15.560 0.300
C 8.095 17.761 -14.244 -1.142
C 7.585 19.196 -14.387 -0.982
C 6.096 19.439 -14.760 -0.580
C 6.555 19.451 -17.170 -1.003
H 2.093 18.956 -18.026 0.408
H 1.607 17.544 -17.006 0.341
H 2.031 17.277 -18.608 0.444
H 4.362 17.928 -18.306 -0.066
H 3.786 16.784 -17.048 -0.557
H 3.868 18.318 -15.348 0.406
H 3.953 19.801 -16.263 0.495
H 5.583 16.751 -15.250 0.327
H 6.149 16.837 -16.947 -0.298
H 8.063 16.079 -15.668 0.215
H 8.416 17.448 -16.333 -0.293
H 7.471 17.296 -13.471 0.363
H 9.082 17.585 -13.821 0.552
H 7.581 19.633 -13.382 0.595
H 8.279 19.891 -14.860 0.319
H 5.335 19.024 -14.099 0.521
H 5.813 20.484 -14.878 0.537
H 6.494 18.825 -18.064 0.290
H 7.610 19.476 -16.918 0.516
H 6.062 20.392 -17.400 0.477
C 10.605 14.063 -22.490 -1.085
C 12.031 14.440 -22.816 0.673
C 12.531 13.556 -23.966 -1.204
N 14.079 13.587 -24.255 0.257
C 14.334 12.646 -25.424 -0.596
C 13.799 13.288 -26.672 -0.451
C 14.224 14.691 -27.049 -0.894
C 13.910 15.628 -25.821 -0.544
C 14.445 15.100 -24.470 -0.682
C 14.810 13.169 -23.023 -0.974
H 10.297 14.325 -21.479 -0.262
H 10.370 13.009 -22.632 0.775
H 9.988 14.684 -23.142 0.127
H 12.620 14.502 -21.899 -0.211
H 12.120 15.462 -23.195 0.039
H 11.961 13.785 -24.863 0.373
H 12.279 12.512 -23.771 0.414
H 13.875 11.698 -25.142 0.375
H 15.393 12.392 -25.496 0.462
H 12.715 13.192 -26.618 0.282
H 14.260 12.647 -27.429 0.391
H 13.856 14.992 -28.029 0.435
H 15.287 14.696 -27.312 0.349
H 12.825 15.774 -25.775 0.150
H 14.159 16.672 -26.018 0.541
H 14.150 15.739 -23.641 0.435
H 15.531 15.042 -24.395 0.545
H 15.898 13.222 -23.062 0.357
H 14.547 12.143 -22.771 0.367
H 14.556 13.912 -22.270 0.422
O 5.683 18.196 -20.465 -0.615
C 5.378 18.045 -21.781 0.795
O 5.419 16.801 -22.035 -0.663
O 5.208 19.000 -22.542 -0.791
H 5.758 17.218 -20.422 -0.039
```

Entry 3:
DFT (the ωB97M-V functional and the def2-TZVPD basis) results for a single C3H5N3O molecule in a non-equilibrium geometry.

## Properties
E_LUMO   0.7 eV
Multiplicity   1
Structure (SMILES)   [O-][NH2+]n1cccn1
ΔE to the lowest compared entry with this formula, charge and spin   124.2 kcal per mole
Max |F|   0.054 Eh/bohr
Charge   0

XYZ file:
```
12
Properties=species:S:1:pos:R:3:mulliken_charge:R:1
C 1.700 -0.517 0.367 -0.669
C 0.458 -1.055 0.201 -0.139
C 1.522 0.878 0.188 -0.329
N -0.369 -0.001 -0.048 0.600
N 0.278 1.173 -0.006 -0.813
N -1.810 0.198 -0.407 0.028
O -2.641 -0.473 0.285 -0.655
H 2.491 -1.183 0.559 0.407
H -0.034 -1.981 0.232 0.465
H 2.152 1.752 0.207 0.441
H -1.966 1.266 -0.139 0.362
H -1.781 -0.057 -1.439 0.301
```

Entry 4:
DFT (the ωB97M-V functional and the def2-TZVPD basis) results for 7 unconnected molecules or ions with the total composition H12NO9 in a non-equilibrium geometry.

## Properties
E_LUMO   3.1 eV
Multiplicity   1
ΔE to the lowest compared entry with this formula, charge and spin   38.5 kcal per mole
Max |F|   0.047 Eh/bohr
Charge   -1

XYZ file:
```
22
Properties=species:S:1:pos:R:3:mulliken_charge:R:1
N -0.399 -0.841 0.544 0.987
O 0.328 -0.779 -0.452 -0.648
O -1.361 -0.086 0.774 -0.683
O -0.041 -1.706 1.350 -0.650
O -5.131 -0.283 -1.495 -0.661
H -5.309 -0.799 -0.709 0.315
H -4.298 0.152 -1.314 0.345
O 2.349 4.273 -2.015 -0.661
H 2.358 4.355 -1.061 0.328
H 2.081 3.369 -2.177 0.332
O -0.003 4.017 1.578 -0.655
H -0.442 3.167 1.560 0.345
H -0.644 4.626 1.211 0.309
O 3.152 -4.678 -0.594 -0.661
H 2.656 -5.065 -1.316 0.310
H 2.491 -4.247 -0.053 0.350
O 3.167 -0.704 -4.491 -0.653
H 2.642 -0.816 -3.699 0.339
H 4.063 -0.899 -4.216 0.314
O -2.315 -0.874 5.799 -0.654
H -2.201 -0.842 4.849 0.346
H -3.141 -1.340 5.926 0.307
```

Entry 5:
DFT (the ωB97M-V functional and the def2-TZVPD basis) results for a molecular structure, C3H7LuO3 in a non-equilibrium geometry.

## Properties
E_LUMO (alpha / beta)   -6.2 / -6.2 eV
Multiplicity   2
ΔE to the lowest compared entry with this formula, charge and spin   47.2 kcal per mole
Max |F|   0.074 Eh/bohr
Charge   +1

XYZ file:
```
14
Properties=species:S:1:pos:R:3:lowdin_spin:R:1
C -3.087 1.140 -0.664 0.538
O -1.956 0.388 -0.634 0.176
H -3.120 1.989 0.038 0.031
H -3.388 1.456 -1.678 0.031
H -4.475 -0.144 -0.755 0.006
O -2.015 -3.537 -1.415 0.000
C -3.356 -3.497 -1.320 0.007
O -3.648 -2.206 -0.680 0.009
C -4.892 -1.586 -0.826 0.142
Lu -1.374 -1.680 -0.731 0.051
H -3.792 -4.248 -0.631 0.000
H -3.890 -3.507 -2.292 0.001
H -5.211 -1.509 -1.871 0.001
H -5.656 -2.164 -0.292 0.007
```

Entry 6:
DFT (the ωB97M-V functional and the def2-TZVPD basis) results for a molecular structure, C2H3AuO2 in a non-equilibrium geometry.

## Properties
E_LUMO (alpha / beta)   -12.4 / -15.7 eV
Multiplicity   3
ΔE to the lowest compared entry with this formula, charge and spin   10.4 kcal per mole
Max |F|   0.317 Eh/bohr
Charge   +2

XYZ file:
```
8
Properties=species:S:1:pos:R:3:lowdin_spin:R:1
C 0.712 0.730 2.126 0.064
O 0.918 1.416 3.008 0.010
H 0.762 0.169 -0.160 0.076
H -0.604 -0.236 0.567 0.104
C -0.154 -0.485 -0.495 0.278
O -0.941 -0.003 -1.510 0.822
Au -0.655 -0.005 -3.094 0.599
H -0.038 -1.585 -0.442 0.047
```

Question: Which of these has the highest ΔE to the lowest compared entry with this formula, charge and spin?
Answer: C3H5N3O